[1]
A cluster of 9 separate species, C40H77BBr16FN3O8S in total. Source: OMol25; level of theory: the ωB97M-V functional and the def2-TZVPD basis.

## Properties
E = -44043.46857 a.u.

Positions of all 147 atoms, in Å:
1 Br -7.06533 -1.41348 -4.26744
2 Br -0.30233 -6.71564 4.23381
3 Br -7.65415 4.47973 -2.37559
4 Br 7.94056 4.43121 -6.58198
5 Br -4.73344 -2.79195 8.37682
6 Br -4.25738 1.77536 -5.21344
7 Br -8.17139 4.48299 1.27951
8 Br -4.04915 5.26432 -6.39510
9 Br -3.83483 -6.35533 8.65738
10 Br 7.69654 5.39501 -3.02439
11 Br -2.51274 -3.76620 4.60412
12 Br -8.85240 9.79342 2.60684
13 Br -8.62960 8.65720 -0.89562
14 Br -9.32542 -0.24243 -1.59252
15 Br 6.56655 -7.46044 0.33701
16 Br 8.83969 -8.60182 -2.33898
17 S 4.91163 -2.66958 -0.69638
18 F 3.90581 1.12235 -3.38625
19 O 5.40547 -4.04582 -0.80373
20 O 8.05908 2.01821 -1.26386
21 O 6.12775 -1.61206 -0.81844
22 O 3.90734 0.10646 3.10275
23 O 3.56080 1.67522 4.48217
24 O 5.02036 2.45126 0.97433
25 O 3.83333 -2.53644 -1.67503
26 O -4.50580 2.03419 -1.46217
27 N 3.12703 0.64217 4.13073
28 N 6.84927 0.39369 -0.02506
29 N 2.71302 2.26588 0.06823
30 C 6.04340 1.81644 -4.20443
31 C -8.81866 -0.57731 -4.39587
32 C 2.58593 2.87388 -1.28821
33 C 3.58484 -0.89174 0.77712
34 C -5.22633 0.80494 -1.61227
35 C -3.49465 4.48481 -4.69758
36 C 2.37969 -4.06402 0.74589
37 C -2.88787 3.11973 -4.89134
38 C -7.33160 9.07902 1.62191
39 C -7.31233 9.58213 0.20121
40 C -2.73017 -5.58975 5.26295
41 C 5.70970 -0.18935 -0.81204
42 C -4.35755 -0.48674 -1.36016
43 C 6.76653 -3.17212 1.80377
44 C -5.80037 -4.30110 8.98999
45 C 4.35815 -2.27966 1.03466
46 C 9.23955 5.33168 -5.44629
47 C 9.23336 4.76113 -4.04624
48 C 4.28510 0.12093 -0.22242
49 C 5.63622 -2.09333 1.97379
50 C -9.31659 5.16056 -0.14402
51 C -8.98625 0.50572 -3.35951
52 C 6.86604 -6.72640 -1.44210
53 C -1.42141 -6.17114 5.73171
54 C -1.79387 -2.37811 0.34646
55 C 0.97383 -3.28649 0.78380
56 C -9.29405 4.25376 -1.34681
57 C 2.96032 -0.30120 2.08539
58 C 5.21536 1.40776 -2.91286
59 C -4.97246 -5.26389 9.80119
60 C -1.47984 -3.34645 1.55623
61 C -3.62055 -0.47087 0.04946
62 C 7.44502 1.29951 -0.58679
63 C -0.15605 -4.19149 1.40099
64 C -3.33536 -1.97900 0.45918
65 C 7.05863 -7.81917 -2.46109
66 C 5.83917 0.09089 -2.37763
67 C 2.60400 3.43704 1.00918
68 C 3.49168 -3.42010 1.65651
69 C -4.89793 2.75515 -0.28942
70 B 4.07850 1.66924 0.28529
71 H 6.34662 -8.63456 -2.35462
72 H -6.58818 -3.86320 9.60236
73 H 6.39047 -4.17203 2.12864
74 H -2.37926 2.79466 -3.98373
75 H 3.63709 0.13558 -1.15459
76 H 1.07648 -2.28301 1.27603
77 H 0.71314 -3.12582 -0.30184
78 H -4.32055 -4.77093 10.51879
79 H -2.75689 5.17818 -4.29432
80 H -0.83447 -5.47743 6.32967
81 H -1.59129 -7.08381 6.30303
82 H 1.79831 3.67972 -1.20243
83 H 5.44174 3.13788 0.43180
84 H 9.00601 6.39350 -5.47812
85 H 2.79082 3.14195 2.07422
86 H 5.50971 2.71204 -4.61894
87 H -8.98187 6.17277 -0.36251
88 H -4.72436 3.84837 -0.48969
89 H 2.15651 2.10651 -1.97527
90 H -5.08138 -1.34913 -1.37282
91 H 2.66365 -1.27357 0.23876
92 H 7.03606 2.18376 -3.82469
93 H -3.92439 -2.69018 -0.17255
94 H 5.97094 -6.14769 -1.66387
95 H -2.19388 3.07191 -5.72781
96 H 3.50500 3.38876 -1.67230
97 H 6.04427 -1.04673 1.94753
98 H 5.22721 -0.74350 -2.83572
99 H -3.42795 -5.50743 6.09596
100 H 10.10528 5.10432 -3.49014
101 H -6.18541 0.77272 -1.01880
102 H -3.59032 -2.10374 1.55169
103 H 4.20509 -4.25886 1.91198
104 H -4.23673 2.47670 0.57451
105 H -5.54860 0.75364 -2.71747
106 H -5.61269 -5.97285 10.32565
107 H -3.61695 -0.62428 -2.19205
108 H -10.31592 5.19804 0.28953
109 H -8.85959 -0.15473 -5.39955
110 H -1.36671 -2.70636 2.46506
111 H -8.11312 1.14986 -3.26759
112 H -4.37090 -0.08026 0.79219
113 H 1.54230 3.81302 0.95532
114 H 6.88095 -0.12631 -2.74799
115 H 3.00378 -3.16271 2.63828
116 H -9.36492 3.19791 -1.09067
117 H -7.38956 7.99439 1.69212
118 H -0.30815 -5.04472 0.67944
119 H -2.34420 -4.06046 1.63499
120 H 5.27919 2.30144 -2.24356
121 H 6.12298 0.98551 -4.94361
122 H 7.60052 -2.88119 2.50837
123 H -6.35199 9.36869 -0.26762
124 H 2.70414 -4.30722 -0.29672
125 H 10.20368 5.16148 -5.92473
126 H 6.99483 -7.41551 -3.47127
127 H -6.24335 -4.75576 8.10653
128 H -3.19234 -6.16210 4.46126
129 H -1.57449 -2.83607 -0.65941
130 H 7.23272 -3.20974 0.78860
131 H 0.14999 -4.60171 2.39725
132 H -6.45279 9.42783 2.16358
133 H -9.55618 -1.37248 -4.31190
134 H -2.71030 0.17909 0.05753
135 H -1.15956 -1.45546 0.45265
136 H 9.19964 3.67383 -4.02475
137 H 2.13017 0.44129 1.90263
138 H 3.24869 4.30517 0.68394
139 H 7.71716 -6.05355 -1.36770
140 H -9.86150 1.11604 -3.58176
141 H 5.23467 -2.21799 3.02293
142 H -4.36992 4.47560 -4.05146
143 H 2.39466 -1.16803 2.55149
144 H -10.09900 4.51125 -2.03513
145 H 2.14360 -5.06698 1.21538
146 H -5.97713 2.63619 -0.01646
147 H -7.52264 10.64612 0.11924



[2]
A structure of composition C40H78BeF12N8O20S4. Source: OMol25; level of theory: the ωB97M-V functional and the def2-TZVPD basis.

## Properties
energy above the lowest of the compared OMol25 structures with the same formula, charge and spin = 1.492 eV
E = -6319.75503 a.u.

Positions of all 163 atoms, in Å:
1 S 2.22542 -6.58771 0.69902
2 S -0.07631 0.37121 -0.31518
3 S 1.00529 -5.45929 2.83423
4 S -0.43721 -2.31476 -0.89860
5 F -2.72858 -2.00547 0.26538
6 F 4.76444 -7.00984 1.20521
7 F -1.44184 -5.75397 3.83495
8 F -2.69240 -3.65892 -1.15814
9 F 0.01914 0.48987 2.34883
10 F 3.44652 -8.51146 2.07091
11 F -1.76773 -0.10867 1.53423
12 F -1.56124 -4.98081 1.82352
13 F -1.33363 1.93019 1.41585
14 F -2.80955 -1.59136 -1.88198
15 F -0.86072 -3.70675 3.40245
16 F 3.82013 -6.46981 2.95020
17 O 2.94147 -6.23494 -0.54720
18 O -2.14941 4.16618 -2.12827
19 O -1.16102 0.68439 -1.20550
20 O 1.48032 -4.40112 3.67972
21 O 0.33391 4.19520 2.49199
22 O -2.29236 5.07162 6.47504
23 O -0.09478 -2.05723 -2.26394
24 O 0.95790 -6.83274 3.28122
25 O 1.15628 -7.56772 0.69318
26 O 6.84758 1.20806 0.11257
27 O 2.75807 -3.34479 -0.53440
28 O 3.53066 4.30030 2.01023
29 O -3.75892 0.55621 3.38114
30 O 2.14115 -2.43076 1.86901
31 O 3.61692 1.18411 -4.27914
32 O -0.04820 -3.46898 -0.17920
33 O -6.19504 1.85366 0.89470
34 O -4.61342 -3.04412 -6.75166
35 O 1.25003 0.99467 -0.36543
36 O -2.69108 -4.88323 -3.33201
37 N 0.22418 6.25911 1.61995
38 N -2.11830 -6.67883 -4.46609
39 N 1.86375 2.58412 -4.25434
40 N 5.66278 2.22407 -1.52288
41 N -4.10404 2.65364 0.64043
42 N 0.03672 -1.19040 0.00015
43 N 3.94407 -2.26104 -2.14245
44 N 1.73761 -5.25573 1.43971
45 C 1.48470 -1.43731 3.87830
46 C -1.93260 -5.80695 -3.44974
47 C 2.97161 2.08392 -4.78870
48 C 3.37127 3.59412 3.03563
49 C -0.19954 6.94284 2.87865
50 C -3.21313 -6.75475 -5.40128
51 C 6.33660 2.24216 -0.33250
52 C -2.71137 -2.07040 -5.63028
53 C -5.12493 -2.07612 -4.60895
54 C -0.55110 3.50653 5.95000
55 C 5.12296 3.46494 -2.15720
56 C -4.23981 3.53435 1.78797
57 C 3.65342 -7.12074 1.86261
58 C 2.59101 -1.92024 2.96770
59 C -0.85423 -4.96502 2.94975
60 C -3.06318 2.88249 6.32356
61 C 2.88964 -1.16998 -2.22922
62 C 6.48583 3.55361 0.28317
63 C 3.28864 2.66846 -6.14124
64 C 3.07375 2.11752 2.92088
65 C 1.45310 2.18568 -2.96364
66 C 0.47765 4.90280 1.50991
67 C -2.31169 -2.42613 -0.89843
68 C -6.11770 0.10159 3.61319
69 C 5.08900 -3.99897 -0.82172
70 C -5.13921 1.86168 0.24072
71 C 3.85120 -3.19084 -1.14578
72 C -4.09292 4.43664 -3.49474
73 C 3.47561 4.20570 4.38416
74 C -4.20784 -2.40338 -5.78055
75 C -1.97115 3.92915 6.32461
76 C -2.78429 3.81278 -3.10260
77 C 4.10040 -2.04600 3.17275
78 C -0.66904 -6.15324 -2.67547
79 C -4.40531 -1.72668 3.41998
80 C -2.28333 2.65572 -3.94841
81 C -4.94581 1.02369 -1.01070
82 C -4.68332 -0.22833 3.44439
83 C -0.83692 0.75778 1.39102
84 C 1.02748 4.43229 0.19232
85 Be 1.71628 -3.38337 0.71881
86 H 5.15207 -4.68213 -1.68117
87 H -3.28397 4.11601 1.90320
88 H -4.89319 -0.06016 -0.85719
89 H -4.89980 -2.65231 -3.74220
90 H 0.11039 -6.67105 -3.20761
91 H 5.00042 -4.46126 0.13228
92 H 1.77010 3.68927 0.38417
93 H -1.68164 3.04344 -4.76093
94 H 0.37538 6.74841 0.74114
95 H 3.01739 1.93361 1.84781
96 H 4.56338 -1.14826 3.57126
97 H 0.65741 2.86518 -2.68960
98 H 6.77320 4.32076 -0.42077
99 H 4.50162 -2.46638 2.23605
100 H 0.23251 4.05316 -0.46013
101 H 1.44226 3.34874 -4.72602
102 H 4.38485 4.03289 -1.52902
103 H 4.19111 -2.84350 3.91192
104 H -0.57724 3.28558 4.86375
105 H -5.32104 -2.27783 3.14630
106 H 3.81339 1.42086 3.35498
107 H -3.98198 1.25139 -1.46506
108 H -6.80903 -0.32081 2.91009
109 H 2.81089 -0.57569 -1.27785
110 H -6.37945 -0.45346 4.55248
111 H -3.53728 -2.05397 2.85723
112 H -1.31308 6.92525 2.93440
113 H 2.37572 2.60351 -6.75260
114 H -5.00386 -1.05732 -4.36009
115 H 2.02917 -1.78246 -2.29352
116 H -1.66298 1.93764 -3.38675
117 H -3.99408 3.42855 6.13214
118 H -3.88497 -5.93236 -5.04046
119 H 4.11262 2.11726 -6.67453
120 H -0.97058 -6.80684 -1.84592
121 H 3.56764 5.28324 4.37293
122 H 2.21737 2.21866 -2.21080
123 H -3.66632 -7.75981 -5.27318
124 H -1.42947 -7.39856 -4.49668
125 H -4.90420 3.77408 -3.16911
126 H -0.40866 2.57275 6.49131
127 H -2.82602 -6.65162 -6.40861
128 H -5.74277 1.25388 -1.73345
129 H 7.19718 3.54466 1.13522
130 H -6.18658 -2.32633 -4.89364
131 H -4.25243 -1.95132 4.49008
132 H 5.52729 3.89202 0.78979
133 H -3.18164 2.18760 -4.36496
134 H -3.37326 2.75236 -0.00153
135 H 3.09548 -0.50298 -3.10141
136 H 0.06234 7.99335 2.90942
137 H -2.21145 -2.49001 -6.50487
138 H -2.83964 2.09650 5.57604
139 H 6.01615 -3.34016 -0.82654
140 H 1.27879 -0.39139 3.78312
141 H 2.05677 1.96546 3.34800
142 H 3.56493 3.71821 -6.05755
143 H -6.30346 1.20072 3.73878
144 H 5.59673 1.34382 -1.98678
145 H -4.28420 5.38535 -3.01841
146 H -4.37071 2.97826 2.71656
147 H -5.08069 4.20680 1.58101
148 H -2.63511 -1.00997 -5.54763
149 H 0.68829 -2.14200 3.67031
150 H 5.95191 4.10087 -2.36643
151 H 0.97941 1.20682 -2.94709
152 H 4.27128 3.74832 4.99047
153 H 4.68764 3.16363 -3.09840
154 H 0.16428 4.26747 6.20927
155 H -0.25858 -5.23346 -2.21957
156 H -4.18823 4.48931 -4.55088
157 H -2.32394 -2.54769 -4.75370
158 H 1.63521 -1.53553 4.97502
159 H 1.42787 5.28942 -0.32315
160 H 4.76787 -2.09756 -2.70960
161 H -3.20505 2.41547 7.33818
162 H 0.26848 6.40261 3.72158
163 H 2.57950 4.11687 5.00280



Number 1: E_HOMO -9.1 eV, orbital gap 9.060 eV. Number 2: E_HOMO -9.2 eV, orbital gap 8.109 eV.